ORCA calculation (ωB97M-V/def2-TZVPD) on a structure of composition C3H8O.

Last column: natural (NBO) charge in e.
Element x y z (Å)
C: 0.76177 0.93088 0.45333  -0.572
C: -0.27750 0.49499 -0.83702  0.097
C: -0.34090 -0.81261 0.59429  -0.636
O: -0.00041 -0.31226 -1.92778  -0.704
H: 0.34549 1.90027 0.67654  0.214
H: 1.01859 0.51247 1.48403  0.185
H: 1.70751 0.97496 -0.05308  0.215
H: -1.34069 0.71537 -0.73909  0.160
H: -0.69700 -0.62497 1.62769  0.208
H: -1.08788 -1.34069 0.04069  0.165
H: 0.58306 -1.41287 0.65873  0.207
H: -0.67202 -1.02555 -1.97833  0.463

Calculated values
**Gap between HOMO and LUMO**: 8.74 eV
**ΔE to the lowest compared entry with this formula, charge and spin**: 116.6 kcal/mol
**Net charge**: 0
**Total energy**: -194.15015 hartree

***

ORCA calculation (ωB97M-V/def2-TZVPD) on the molecule C3H8O.

Last column: natural (NBO) charge in e.
Element x y z (Å)
C: 0.90772 1.00710 0.76003  -0.636
C: 0.75102 0.05818 -0.42178  -0.062
O: 0.02509 -1.10608 -0.08298  -0.541
C: -1.35637 -1.00322 -0.30887  -0.248
H: 1.59982 1.81915 0.50948  0.211
H: -0.04707 1.45447 1.05708  0.203
H: 1.31253 0.46265 1.61876  0.214
H: 1.73699 -0.28276 -0.75659  0.182
H: 0.27581 0.57262 -1.27233  0.160
H: -1.81203 -0.15109 0.21855  0.161
H: -1.58155 -0.90579 -1.38300  0.162
H: -1.81196 -1.92522 0.06165  0.194

Calculated values
**SMILES**: CCOC
**Gap between HOMO and LUMO**: 10.89 eV
**ΔE to the lowest compared entry with this formula, charge and spin**: 13.8 kcal/mol
**Net charge**: 0
**Total energy**: -194.31397 hartree

***

ORCA calculation (ωB97M-V/def2-TZVPD) on a cluster of 2 separate species, C3H8O in total.

Last column: natural (NBO) charge in e.
Element x y z (Å)
C: -3.70914 -0.55326 -0.10826  -0.852
H: -4.10936 -1.49356 -0.47717  0.226
H: -3.14079 -0.04049 -0.88367  0.195
H: -4.56334 0.09084 0.08849  0.230
H: -3.09947 -0.70504 0.77648  0.202
O: 1.62413 0.27812 1.26123  0.011
C: 1.61798 -0.15545 0.15104  0.448
C: 1.26387 0.58641 -1.09032  -0.707
H: 1.92721 -1.22599 0.04412  0.320
H: 0.26827 1.04814 -1.02664  0.321
H: 1.91717 1.46731 -1.15224  0.317
H: 1.36037 -0.05832 -1.95369  0.289

Calculated values
**Gap between HOMO and LUMO (alpha / beta)**: 9.14 / 5.47 eV
**ΔE to the lowest compared entry with this formula, charge and spin**: 21.5 kcal/mol
**Net charge**: +1
**2S+1**: 2
**Total energy**: -193.94276 hartree

***

ORCA calculation (ωB97M-V/def2-TZVPD) on the molecule C3H8O2.

Last column: natural (NBO) charge in e.
Element x y z (Å)
C: -1.35448 0.63532 0.21442  -0.627
C: 0.06557 0.08528 0.22618  0.077
C: 0.10534 -1.33991 -0.30950  -0.637
O: 0.86885 0.92717 -0.60882  -0.291
O: 2.24858 0.71935 -0.18694  -0.456
H: -1.35447 1.71501 0.39845  0.218
H: -1.96851 0.14903 0.97893  0.218
H: -1.83072 0.47965 -0.75991  0.211
H: 0.44791 0.12029 1.25354  0.179
H: 1.11795 -1.75048 -0.23588  0.222
H: -0.16504 -1.36602 -1.37120  0.213
H: -0.57379 -1.99483 0.24431  0.208
H: 2.39279 1.62015 0.15645  0.464

Calculated values
**SMILES**: CC(C)OO
**Gap between HOMO and LUMO**: 11.19 eV
**ΔE to the lowest compared entry with this formula, charge and spin**: 71.5 kcal/mol
**Net charge**: 0
**Total energy**: -269.48102 hartree

***

ORCA calculation (ωB97M-V/def2-TZVPD) on the molecule C3H8O2.

Last column: natural (NBO) charge in e.
Element x y z (Å)
O: 2.29553 -0.16909 0.56483  -0.714
C: 1.20759 -0.16540 -0.32435  -0.052
C: -0.02197 0.44905 0.31764  -0.449
C: -1.29350 -0.12477 -0.26380  -0.054
O: -2.47042 0.44510 0.25883  -0.712
H: 3.10265 -0.26982 0.03989  0.470
H: 0.95410 -1.18774 -0.65087  0.145
H: 1.44205 0.37389 -1.24662  0.158
H: 0.05214 1.54046 0.28765  0.210
H: 0.00282 0.27567 1.38472  0.207
H: -1.27450 -1.19810 -0.11050  0.157
H: -1.32304 0.02411 -1.34916  0.170
H: -2.67343 0.00665 1.09174  0.466

Calculated values
**SMILES**: OCCCO
**Gap between HOMO and LUMO**: 11.22 eV
**ΔE to the lowest compared entry with this formula, charge and spin**: 23.5 kcal/mol
**Net charge**: 0
**Total energy**: -269.55750 hartree

***

ORCA calculation (ωB97M-V/def2-TZVPD) on a cluster of 2 separate species, C3H8O2 in total.

Last column: natural (NBO) charge in e.
Element x y z (Å)
C: -1.22348 1.08946 0.40100  -0.118
C: -0.40850 1.24307 1.60377  -0.116
O: 0.14875 1.46982 0.30931  -0.516
H: -1.93033 1.86702 0.12061  0.187
H: -1.44289 0.08611 0.04161  0.197
H: -0.50774 2.13623 2.21672  0.188
H: -0.04276 0.35285 2.11117  0.198
C: 0.89558 -1.60949 -1.39787  -0.245
O: 0.93456 -1.17666 -0.05866  -0.748
H: 1.77622 -1.29058 -1.97431  0.160
H: 0.87802 -2.70247 -1.38859  0.179
H: -0.00248 -1.26140 -1.93090  0.152
H: 0.92505 -0.20396 -0.05385  0.484

Calculated values
**SMILES**: C1CO1.CO
**Gap between HOMO and LUMO**: 11.14 eV
**ΔE to the lowest compared entry with this formula, charge and spin**: 51.4 kcal/mol
**Net charge**: 0
**Total energy**: -269.51298 hartree

***

ORCA calculation (ωB97M-V/def2-TZVPD) on a cluster of 2 separate species, C3H8O2 in total.

Last column: natural (NBO) charge in e.
Element x y z (Å)
C: -1.58732 -0.26549 0.89874  -0.476
C: -0.58562 -0.38752 1.74823  0.128
O: 0.56882 -1.08551 1.48130  -0.707
H: -2.39441 0.45034 0.99975  0.204
H: -1.67295 -0.87419 0.00830  0.216
H: -0.53675 0.17717 2.68008  0.157
H: 0.59990 -1.91593 1.97265  0.480
C: 1.05766 0.93605 -2.36140  -0.244
O: 0.30321 0.42646 -1.27418  -0.725
H: 0.40189 1.23057 -3.17786  0.159
H: 1.71094 1.77801 -2.10165  0.160
H: 1.71049 0.12846 -2.66155  0.181
H: -0.12546 1.12753 -0.76830  0.469

Calculated values
**SMILES**: C=CO.CO
**Gap between HOMO and LUMO**: 10.61 eV
**ΔE to the lowest compared entry with this formula, charge and spin**: 48.7 kcal/mol
**Net charge**: 0
**Total energy**: -269.51730 hartree

***

ORCA calculation (ωB97M-V/def2-TZVPD) on a cluster of 2 separate species, C3H8O2 in total.

Last column: natural (NBO) charge in e.
Element x y z (Å)
C: -0.62821 -1.53165 0.29344  -0.538
C: -0.28025 -0.24793 -0.14420  0.329
C: -1.10873 0.95587 0.38157  -0.671
O: 0.32815 -0.07047 -1.41320  -0.729
H: -1.64279 -1.73916 0.69769  0.210
H: -0.21777 -2.46445 -0.01025  0.195
H: -1.43157 0.68705 1.40625  0.236
H: -0.55671 1.91573 0.31462  0.244
H: -2.07205 0.92395 -0.30189  0.226
H: 0.46460 -0.87136 -1.95284  0.498
O: 2.25215 1.04917 0.54247  -0.931
H: 3.16158 0.77232 0.25853  0.465
H: 1.73160 0.62094 -0.07220  0.466

Calculated values
**SMILES**: C=C(C)O.O
**Gap between HOMO and LUMO**: 9.21 eV
**ΔE to the lowest compared entry with this formula, charge and spin**: 54.8 kcal/mol
**Net charge**: 0
**Total energy**: -269.50751 hartree

***

ORCA calculation (ωB97M-V/def2-TZVPD) on a cluster of 2 separate species, C3H8O2 in total.

Last column: natural (NBO) charge in e.
Element x y z (Å)
C: 0.21702 -0.45052 -0.67013  -0.185
O: 1.15654 -1.38708 -0.16227  -0.632
C: -1.18406 -0.66836 -0.23872  0.123
C: -1.97801 -1.78899 -0.39218  -0.026
H: 0.58310 0.48694 -0.25935  0.264
H: 0.24021 -0.49518 -1.77277  0.274
H: 0.92557 -2.30792 -0.41521  0.479
H: -1.62777 0.21402 0.22623  0.242
H: -2.94658 -1.91954 0.08062  0.243
H: -1.58306 -2.70891 -0.82323  0.217
H: 1.36774 3.85207 1.86045  0.479
H: 2.79754 3.84511 1.14379  0.488
O: 2.03177 3.32838 1.42274  -0.967

Calculated values
**Gap between HOMO and LUMO (alpha / beta)**: 8.20 / 4.29 eV
**ΔE to the lowest compared entry with this formula, charge and spin**: 48.9 kcal/mol
**Net charge**: +1
**2S+1**: 2
**Total energy**: -269.16927 hartree

***

ORCA calculation (ωB97M-V/def2-TZVPD) on a cluster of 2 separate species, C3H8O2 in total.

Last column: natural (NBO) charge in e.
Element x y z (Å)
C: -1.94821 -0.96434 1.38993  -0.250
O: -1.27113 -0.30761 0.27909  -0.792
H: -3.03821 -0.98447 1.32403  0.205
H: -1.57561 -1.96629 1.56681  0.194
H: -1.68378 -0.27113 2.18673  0.197
H: -1.82389 -0.24445 -0.51397  0.494
C: 1.72416 1.57306 -0.72207  -0.142
C: 1.93704 0.20799 -0.99654  0.350
O: 1.05707 -0.69561 -1.27873  -0.500
H: 2.57705 2.18279 -1.02210  0.243
H: 0.76813 2.06501 -0.58497  0.239
H: 2.98308 -0.09486 -0.97229  0.216
H: 0.29430 -0.50010 -0.65593  0.547

Calculated values
**Gap between HOMO and LUMO (alpha / beta)**: 10.17 / 6.74 eV
**ΔE to the lowest compared entry with this formula, charge and spin**: 27.9 kcal/mol
**Net charge**: +1
**2S+1**: 2
**Total energy**: -269.20271 hartree

***

Number 5 is which compound?
C3H8O2

***

The lowest ΔE to the lowest compared entry with this formula, charge and spin belongs to which entry?
number 2

***

What is the formula in the ninth record?
C3H8O2